A cluster of 7 separate species, C41H91F4N3O21PS7 in total. Source: the OMol25 dataset; level of theory: ωB97M-V/def2-TZVPD.

Cartesian coordinates (Å):
1 C 0.816 -2.628 2.436
2 C 1.180 -1.148 2.232
3 N 2.104 -0.913 1.117
4 C 1.772 -0.026 0.037
5 C 2.382 -0.536 -1.344
6 C 2.972 -1.950 -1.351
7 C 4.389 -1.965 -0.818
8 O 5.288 -1.456 -1.407
9 O 4.556 -2.602 0.366
10 C 0.313 -0.066 -0.293
11 C -0.476 -1.314 -0.365
12 C -0.774 -1.774 -1.824
13 C -2.140 -2.492 -1.976
14 C -2.977 -1.930 -3.142
15 C -1.834 -3.981 -2.169
16 N -0.153 1.117 -0.582
17 P -1.883 1.366 -0.891
18 S -2.932 1.111 0.696
19 C 0.938 2.141 -0.620
20 C 0.480 3.595 -0.365
21 F 1.579 4.344 -0.156
22 F -0.081 4.022 -1.524
23 C -0.541 3.850 0.803
24 F 0.005 4.712 1.686
25 F -1.660 4.408 0.298
26 C 2.083 1.512 0.221
27 C 3.529 1.939 -0.193
28 C 3.814 2.749 -1.484
29 C 4.493 1.990 -2.626
30 C 5.859 1.385 -2.252
31 O 6.909 1.879 -3.056
32 C 6.950 1.342 -4.367
33 C 1.860 1.955 1.691
34 N 2.840 1.433 2.639
35 C 2.397 1.643 4.021
36 H 1.434 -3.069 3.219
37 H 0.980 -3.213 1.530
38 H -0.224 -2.740 2.749
39 H 1.670 -0.807 3.144
40 H 0.278 -0.530 2.142
41 H 3.015 -0.655 1.473
42 H 1.606 -0.524 -2.119
43 H 3.138 0.164 -1.690
44 H 2.341 -2.685 -0.852
45 H 3.051 -2.237 -2.403
46 H 5.156 -2.089 0.938
47 H -1.398 -1.194 0.214
48 H 0.114 -2.087 0.116
49 H -0.703 -0.929 -2.515
50 H 0.016 -2.483 -2.079
51 H -2.698 -2.379 -1.041
52 H -3.304 -2.731 -3.807
53 H -2.408 -1.229 -3.758
54 H -3.878 -1.422 -2.793
55 H -1.410 -4.423 -1.265
56 H -1.100 -4.086 -2.973
57 H -2.716 -4.551 -2.466
58 H -1.962 2.656 -1.414
59 H -2.190 0.489 -1.933
60 H 1.258 2.173 -1.665
61 H -0.823 2.935 1.330
62 H 4.133 1.026 -0.252
63 H 3.948 2.492 0.645
64 H 2.927 3.239 -1.876
65 H 4.488 3.565 -1.213
66 H 3.826 1.245 -3.077
67 H 4.682 2.724 -3.415
68 H 6.129 1.653 -1.227
69 H 5.834 0.289 -2.312
70 H 6.183 0.574 -4.515
71 H 6.796 2.128 -5.110
72 H 7.931 0.890 -4.532
73 H 1.864 3.052 1.701
74 H 0.869 1.642 2.045
75 H 3.701 1.960 2.543
76 H 3.183 1.318 4.701
77 H 1.507 1.043 4.222
78 H 2.141 2.689 4.238
79 O 1.735 9.926 -4.409
80 S 2.399 9.353 -3.277
81 O 3.274 8.237 -3.477
82 O 1.313 8.989 -2.178
83 C 0.168 8.211 -2.616
84 C 0.506 6.762 -2.882
85 C 3.242 10.598 -2.369
86 H -0.265 8.691 -3.494
87 H -0.541 8.311 -1.797
88 H 1.169 6.668 -3.741
89 H -0.413 6.217 -3.084
90 H 1.010 6.327 -2.018
91 H 2.565 11.431 -2.203
92 H 4.088 10.904 -2.980
93 H 3.585 10.171 -1.431
94 O -4.944 0.650 3.296
95 S -4.275 -0.033 4.365
96 O -3.356 -1.084 4.041
97 O -5.349 -0.531 5.404
98 C -6.479 -1.304 4.901
99 C -6.126 -2.730 4.555
100 C -3.473 1.130 5.412
101 H -6.905 -0.770 4.051
102 H -7.196 -1.262 5.716
103 H -5.450 -2.783 3.703
104 H -7.039 -3.271 4.305
105 H -5.648 -3.226 5.400
106 H -4.176 1.920 5.662
107 H -2.633 1.528 4.846
108 H -3.124 0.614 6.302
109 O -0.026 -6.763 -0.902
110 S 1.240 -6.475 -1.510
111 O 1.280 -5.535 -2.594
112 O 1.938 -7.824 -1.929
113 C 1.175 -8.763 -2.741
114 C 1.066 -8.334 -4.186
115 C 2.404 -5.986 -0.284
116 H 0.198 -8.902 -2.278
117 H 1.731 -9.691 -2.643
118 H 0.466 -7.432 -4.294
119 H 0.594 -9.134 -4.757
120 H 2.053 -8.139 -4.605
121 H 2.380 -6.706 0.529
122 H 2.096 -5.003 0.066
123 H 3.389 -5.936 -0.740
124 O -4.099 3.898 -3.890
125 S -3.663 5.205 -4.293
126 O -2.436 5.706 -3.745
127 O -4.830 6.234 -4.040
128 C -5.431 6.269 -2.714
129 C -4.557 6.955 -1.690
130 C -3.620 5.322 -6.044
131 H -5.683 5.248 -2.424
132 H -6.359 6.813 -2.872
133 H -3.650 6.388 -1.489
134 H -5.117 7.055 -0.759
135 H -4.269 7.948 -2.035
136 H -4.559 4.949 -6.441
137 H -2.787 4.706 -6.376
138 H -3.456 6.360 -6.318
139 O 7.014 -1.194 1.778
140 S 7.542 -2.099 2.767
141 O 7.184 -1.889 4.135
142 O 9.103 -2.208 2.610
143 C 9.886 -0.977 2.640
144 C 10.040 -0.413 4.033
145 C 7.156 -3.750 2.301
146 H 9.430 -0.264 1.952
147 H 10.844 -1.279 2.225
148 H 9.091 -0.063 4.434
149 H 10.733 0.427 3.997
150 H 10.438 -1.168 4.711
151 H 7.443 -3.900 1.264
152 H 6.081 -3.871 2.426
153 H 7.689 -4.428 2.963
154 O -8.640 -5.396 4.152
155 S -9.475 -6.041 3.180
156 O -9.756 -5.354 1.957
157 O -10.823 -6.484 3.880
158 C -11.560 -5.478 4.626
159 C -12.304 -4.511 3.734
160 C -8.864 -7.649 2.825
161 H -10.866 -4.968 5.295
162 H -12.246 -6.063 5.234
163 H -11.622 -3.886 3.160
164 H -12.928 -3.866 4.353
165 H -12.942 -5.049 3.033
166 H -8.671 -8.166 3.759
167 H -7.945 -7.511 2.260
168 H -9.603 -8.173 2.225

Charge: +1
Molar mass (g/mol): 1293.61
Kohn-Sham gap (eV): 7.8